The following is a quantum chemistry calculation of a cluster of 2 separate species, C3H3NO in total, from the OMol25 dataset.

ORCA input file:
```
! wB97M-V def2-TZVPD RIJCOSX def2/J DEFGRID3
* xyz 0 1
H 1.668 0.463 0.154
H -2.337 -0.321 1.331
N -0.360 0.565 1.848
H 1.923 0.155 -1.704
C 1.294 0.191 -0.830
O -0.906 -0.829 -1.359
C 0.106 -0.334 -1.027
C -1.388 0.109 1.587
*
```

- SMILES: C=C=O.C#N
- Orbital gap: 10.2 eV
- Energy above the lowest of the compared OMol25 structures with the same formula, charge and spin: 121.29 kJ/mol
- E: -6695.235 eV